(1)
This record from OMol25 describes a structure of composition C69H108F6NO48V2. The level of theory is the ωB97M-V functional and the def2-TZVPD basis.

Positions of all 234 atoms, in Å:
O: -9.890 16.740 -5.196
V: -8.938 15.534 -5.467
O: -10.055 14.441 -5.940
O: -7.763 11.092 -4.823
V: -8.325 11.810 -3.543
O: -8.151 10.804 -2.276
C: -6.707 16.198 -7.224
O: -7.440 16.936 -6.318
O: -7.624 15.126 -7.478
C: -6.225 16.989 -8.533
F: -7.100 17.887 -9.022
F: -5.119 17.722 -8.250
F: -5.984 16.293 -9.625
C: -6.925 18.197 -5.913
C: -8.032 19.024 -5.311
H: -8.813 18.973 -6.070
H: -8.566 18.662 -4.432
H: -7.737 20.050 -5.090
H: -6.736 18.907 -6.718
H: -6.152 18.131 -5.147
H: -5.925 15.776 -6.593
C: -6.363 14.190 -3.380
O: -6.185 12.833 -3.031
O: -7.632 14.164 -4.015
C: -6.026 15.146 -2.112
F: -6.716 14.777 -1.032
F: -4.773 15.125 -1.529
F: -6.427 16.400 -2.353
C: -4.857 12.271 -2.699
C: -4.981 10.723 -2.561
H: -5.298 10.340 -1.591
H: -5.767 10.390 -3.239
H: -4.061 10.285 -2.948
H: -4.275 12.598 -1.837
H: -4.176 12.446 -3.532
H: -5.549 14.388 -4.077
C: -12.850 12.894 -2.169
C: -11.493 12.233 -1.925
C: -11.758 11.237 -0.646
C: -12.536 9.924 -0.902
C: -11.908 9.281 -2.152
C: -11.769 10.176 -3.460
N: -10.990 11.433 -3.060
O: -10.479 12.153 -4.255
C: -13.226 10.240 -4.133
C: -10.878 9.270 -4.350
C: -10.550 13.317 -1.480
H: -13.657 12.162 -2.140
H: -12.888 13.494 -3.078
H: -13.131 13.588 -1.376
H: -12.065 11.834 0.212
H: -10.762 10.894 -0.363
H: -13.594 10.079 -1.114
H: -12.256 9.437 0.031
H: -12.562 8.423 -2.313
H: -10.912 9.013 -1.800
H: -13.801 11.027 -3.645
H: -13.961 9.443 -4.026
H: -13.163 10.652 -5.141
H: -9.833 9.574 -4.417
H: -11.186 9.054 -5.373
H: -10.962 8.233 -4.026
H: -9.584 12.873 -1.240
H: -10.731 13.861 -0.553
H: -10.216 13.961 -2.293
C: -6.345 20.251 -0.993
C: -5.994 19.031 -0.114
C: -4.499 18.642 -0.447
O: -4.021 18.559 0.894
C: -4.952 19.043 1.875
O: -4.696 19.301 3.076
O: -6.209 19.184 1.265
H: -7.400 20.358 -1.245
H: -5.818 20.226 -1.947
H: -6.119 21.163 -0.442
H: -6.489 18.099 -0.385
H: -3.921 19.358 -1.031
H: -4.476 17.716 -1.020
C: -1.194 17.231 -1.112
C: 0.188 17.558 -1.782
C: 0.376 17.368 -3.281
O: 0.601 18.559 -3.898
C: 0.383 19.514 -2.961
O: 0.362 20.713 -3.119
O: 0.351 18.952 -1.807
H: -1.928 17.957 -1.462
H: -1.144 17.272 -0.024
H: -1.597 16.280 -1.459
H: 1.083 17.017 -1.473
H: -0.494 16.834 -3.662
H: 1.209 16.691 -3.470
C: 1.454 7.721 -0.779
C: 1.337 9.036 -1.469
C: 1.772 8.998 -2.939
O: 0.873 9.796 -3.675
C: -0.261 9.942 -2.878
O: -1.280 10.507 -3.235
O: -0.041 9.461 -1.635
H: 0.866 7.699 0.139
H: 2.496 7.637 -0.471
H: 1.165 6.848 -1.364
H: 1.791 9.854 -0.909
H: 1.444 8.043 -3.348
H: 2.855 9.114 -2.986
C: 4.266 13.081 -4.966
C: 3.225 12.214 -4.259
C: 3.323 12.197 -2.741
O: 2.017 12.507 -2.384
C: 1.202 12.907 -3.345
O: 0.167 13.552 -3.190
O: 1.957 12.872 -4.479
H: 4.224 12.975 -6.050
H: 5.208 12.778 -4.508
H: 4.273 14.152 -4.765
H: 3.131 11.183 -4.600
H: 4.100 12.897 -2.434
H: 3.620 11.181 -2.479
C: -1.841 12.007 -11.994
C: -1.480 12.399 -10.600
C: -0.647 13.689 -10.487
O: -1.455 14.508 -9.721
C: -2.580 13.872 -9.366
O: -3.486 14.275 -8.616
O: -2.717 12.663 -10.010
H: -2.546 12.692 -12.465
H: -2.324 11.031 -12.016
H: -0.900 11.977 -12.542
H: -0.961 11.678 -9.969
H: -0.403 14.186 -11.426
H: 0.335 13.277 -10.253
C: -2.869 10.959 -6.412
C: -3.913 10.263 -7.389
C: -3.373 9.241 -8.388
O: -4.179 8.048 -8.311
C: -5.041 8.270 -7.290
O: -5.882 7.432 -6.985
O: -4.743 9.406 -6.593
H: -3.260 11.795 -5.831
H: -2.021 11.288 -7.013
H: -2.533 10.404 -5.536
H: -4.649 10.922 -7.849
H: -2.313 9.071 -8.201
H: -3.408 9.547 -9.433
C: -4.910 7.829 2.870
C: -5.647 9.008 3.682
C: -4.763 9.880 4.362
O: -5.270 11.186 4.175
C: -6.221 11.182 3.263
O: -6.584 12.093 2.519
O: -6.325 9.902 2.832
H: -5.679 7.087 2.658
H: -4.057 7.340 3.340
H: -4.306 8.192 2.037
H: -6.280 8.560 4.448
H: -3.770 9.819 3.918
H: -4.697 9.614 5.417
C: -8.352 7.664 0.572
C: -7.234 6.828 -0.150
C: -7.551 5.331 -0.155
O: -7.226 4.880 -1.443
C: -7.273 5.971 -2.229
O: -7.501 5.897 -3.414
O: -7.267 7.120 -1.488
H: -9.022 8.112 -0.162
H: -8.025 8.382 1.323
H: -9.034 6.959 1.046
H: -6.316 7.086 0.377
H: -8.618 5.154 -0.021
H: -7.007 4.817 0.638
C: -2.294 7.357 -0.645
C: -2.096 5.893 -0.243
C: -2.811 5.625 1.099
O: -3.964 4.931 0.700
C: -3.852 4.487 -0.616
O: -4.692 3.763 -1.188
O: -2.776 5.027 -1.088
H: -1.761 7.626 -1.557
H: -1.801 7.885 0.171
H: -3.369 7.533 -0.672
H: -1.084 5.499 -0.339
H: -2.995 6.602 1.547
H: -2.140 4.998 1.685
C: -2.723 7.079 -4.352
C: -1.234 7.144 -4.926
C: -0.550 5.751 -4.982
O: -0.376 5.543 -6.372
C: -1.016 6.473 -7.108
O: -1.328 6.424 -8.334
O: -1.514 7.413 -6.293
H: -3.386 6.274 -4.671
H: -3.192 8.016 -4.652
H: -2.695 7.106 -3.263
H: -0.659 7.753 -4.229
H: -1.255 5.047 -4.539
H: 0.383 5.958 -4.459
C: -1.753 17.983 -8.047
C: -1.916 17.922 -6.439
C: -2.674 19.071 -5.788
O: -3.353 18.397 -4.737
C: -3.231 16.997 -4.835
O: -3.770 16.193 -4.065
O: -2.618 16.721 -6.062
H: -1.358 18.959 -8.329
H: -2.765 17.995 -8.453
H: -1.232 17.148 -8.515
H: -0.924 18.091 -6.021
H: -3.521 19.441 -6.365
H: -2.007 19.878 -5.485
C: -0.994 12.145 0.433
C: -1.757 13.339 1.070
C: -2.981 13.675 0.336
O: -3.658 14.538 1.319
C: -3.348 13.948 2.503
O: -3.723 14.288 3.635
O: -2.425 12.976 2.236
H: -1.587 11.231 0.431
H: -0.129 11.955 1.068
H: -0.570 12.319 -0.556
H: -0.974 14.068 1.278
H: -3.562 12.853 -0.082
H: -2.656 14.295 -0.499
C: -11.690 16.366 1.407
C: -10.685 17.218 0.723
C: -9.464 16.458 0.385
O: -9.690 16.150 -1.012
C: -10.570 16.931 -1.514
O: -11.041 16.866 -2.653
O: -11.128 17.603 -0.548
H: -12.487 17.036 1.729
H: -11.307 15.728 2.204
H: -12.182 15.688 0.709
H: -10.293 17.968 1.409
H: -9.479 15.566 1.010
H: -8.548 17.049 0.422

Calculated values
total charge	-1
HOMO	-4.1	eV
largest force on an atom	5.76	eV Å⁻¹

***

(2)
This record from OMol25 describes a structure of composition C69H68FGeP5Pt. The level of theory is the ωB97M-V functional and the def2-TZVPD basis.

Positions of all 145 atoms, in Å:
Pt: 0.408 0.009 -0.699
F: -2.720 -0.204 4.040
Ge: -1.751 -0.145 2.527
C: -0.160 -1.326 3.241
C: -0.517 -2.027 4.381
C: 0.405 -2.769 5.094
C: 1.723 -2.788 4.669
C: 2.083 -2.104 3.528
C: 1.143 -1.390 2.774
P: 1.810 -0.554 1.288
C: 3.030 -1.739 0.615
C: 2.964 -3.117 0.812
C: 3.985 -3.938 0.365
C: 5.086 -3.401 -0.282
C: 5.162 -2.032 -0.483
C: 4.141 -1.210 -0.045
C: 2.954 0.623 2.111
C: 4.184 0.202 2.617
C: 4.978 1.068 3.344
C: 4.571 2.373 3.569
C: 3.361 2.805 3.057
C: 2.559 1.935 2.336
C: -3.297 0.489 1.274
C: -4.568 0.253 1.762
C: -5.683 0.493 0.977
C: -5.516 0.916 -0.331
C: -4.250 1.176 -0.815
C: -3.126 1.008 -0.002
P: -1.510 1.667 -0.523
C: -1.825 2.218 -2.233
C: -1.220 1.543 -3.282
C: -1.486 1.891 -4.593
C: -2.392 2.903 -4.864
C: -2.997 3.588 -3.820
C: -2.700 3.269 -2.508
C: -1.525 3.316 0.263
C: -2.612 3.813 0.974
C: -2.603 5.130 1.402
C: -1.523 5.954 1.128
C: -0.441 5.460 0.416
C: -0.444 4.148 -0.016
C: -2.579 -2.042 1.889
C: -3.412 -2.659 2.805
C: -4.107 -3.808 2.470
C: -3.972 -4.342 1.199
C: -3.141 -3.729 0.290
C: -2.432 -2.566 0.621
P: -1.385 -1.907 -0.734
C: -2.618 -1.627 -2.052
C: -3.991 -1.642 -1.832
C: -4.862 -1.479 -2.895
C: -4.381 -1.278 -4.179
C: -3.014 -1.254 -4.405
C: -2.143 -1.433 -3.347
C: -0.686 -3.529 -1.221
C: 0.090 -4.160 -0.254
C: 0.595 -5.427 -0.473
C: 0.323 -6.082 -1.664
C: -0.465 -5.469 -2.623
C: -0.974 -4.199 -2.406
H: -1.536 -1.985 4.732
H: 0.096 -3.319 5.970
H: 2.465 -3.341 5.224
H: 3.115 -2.134 3.219
H: 2.144 -3.554 1.359
H: 3.935 -5.001 0.544
H: 5.893 -4.041 -0.603
H: 6.023 -1.601 -0.970
H: 4.223 -0.140 -0.175
H: 4.542 -0.799 2.441
H: 5.922 0.720 3.733
H: 5.193 3.043 4.140
H: 3.046 3.826 3.219
H: 1.622 2.277 1.928
H: -4.696 -0.115 2.768
H: -6.671 0.323 1.374
H: -6.372 1.056 -0.972
H: -4.139 1.505 -1.836
H: -0.530 0.742 -3.042
H: -0.999 1.380 -5.409
H: -2.619 3.169 -5.885
H: -3.711 4.370 -4.032
H: -3.161 3.821 -1.702
H: -3.459 3.178 1.188
H: -3.450 5.518 1.946
H: -1.522 6.978 1.469
H: 0.393 6.107 0.191
H: 0.383 3.748 -0.587
H: -3.548 -2.243 3.792
H: -4.758 -4.277 3.191
H: -4.518 -5.226 0.912
H: -3.046 -4.145 -0.702
H: -4.383 -1.801 -0.838
H: -5.926 -1.515 -2.715
H: -5.069 -1.147 -5.000
H: -2.636 -1.108 -5.407
H: -1.075 -1.452 -3.517
H: 0.253 -3.650 0.687
H: 1.186 -5.914 0.287
H: 0.709 -7.073 -1.838
H: -0.695 -5.979 -3.546
H: -1.612 -3.749 -3.153
C: 1.662 2.917 -2.957
P: 2.206 1.808 -1.580
C: 3.098 3.029 -0.536
C: 3.588 0.912 -2.377
C: 4.873 1.443 -2.423
C: 5.907 0.743 -3.018
C: 5.670 -0.503 -3.574
C: 4.402 -1.048 -3.519
C: 3.357 -0.355 -2.921
P: 1.664 -1.039 -2.913
C: 1.925 -2.829 -3.206
C: 1.249 -0.537 -4.648
H: 2.257 3.829 -2.947
H: 0.612 3.177 -2.840
H: 1.794 2.428 -3.920
H: 3.647 3.719 -1.172
H: 3.788 2.520 0.132
H: 2.394 3.597 0.067
H: 5.087 2.409 -1.997
H: 6.899 1.166 -3.044
H: 6.466 -1.055 -4.050
H: 4.238 -2.031 -3.933
H: 2.447 -3.278 -2.364
H: 2.480 -3.003 -4.125
H: 0.956 -3.311 -3.307
H: 2.047 -0.875 -5.311
H: 1.164 0.545 -4.732
H: 0.313 -0.991 -4.968
C: -0.350 1.618 5.256
C: -0.949 2.421 4.086
C: -2.398 2.803 4.441
C: -0.142 3.717 3.935
C: -0.893 1.629 2.833
H: -0.308 2.250 6.139
H: 0.656 1.280 5.008
H: -0.971 0.758 5.484
H: -2.409 3.344 5.383
H: -3.016 1.920 4.546
H: -2.817 3.442 3.669
H: 0.916 3.499 3.833
H: -0.278 4.316 4.832
H: -0.479 4.296 3.078
H: -0.290 1.994 2.018

Calculated values
total charge	+2
HOMO (spin up / spin down)	-11.5 / -13.1	eV
expectation value of S²	6.03
2S+1	5
largest force on an atom	1.24	eV Å⁻¹

***

(3)
This record from OMol25 describes a structure of composition C6CrF18O18S6. The level of theory is the ωB97M-V functional and the def2-TZVPD basis.

Positions of all 49 atoms, in Å:
Cr: 0.058 0.131 -0.165
C: 2.278 -2.117 3.563
F: 1.759 -1.332 4.473
F: 3.326 -2.753 3.976
F: 1.451 -3.093 3.296
S: 2.634 -1.083 1.913
O: 3.487 0.028 2.378
O: 3.329 -2.137 1.027
O: 1.366 -0.658 1.329
C: 3.356 2.422 -2.706
F: 3.272 3.729 -2.720
F: 2.632 1.839 -3.677
F: 4.583 2.164 -3.028
S: 2.967 1.691 -0.941
O: 3.682 0.384 -0.974
O: 3.506 2.616 0.070
O: 1.501 1.436 -0.910
C: -0.872 0.602 3.614
F: -0.286 0.582 4.801
F: -0.637 -0.539 2.960
F: -2.150 0.881 3.837
S: -0.184 2.043 2.543
O: -0.986 3.231 2.903
O: 1.231 2.197 2.916
O: -0.301 1.625 1.161
C: -4.204 -1.942 1.315
F: -4.212 -2.580 2.498
F: -5.262 -2.315 0.625
F: -4.412 -0.634 1.413
S: -2.515 -2.269 0.344
O: -2.903 -2.958 -0.916
O: -1.821 -0.983 0.208
O: -1.718 -3.249 1.205
C: -3.341 2.437 -0.930
F: -3.511 1.251 -0.362
F: -4.374 2.851 -1.684
F: -3.098 3.398 0.014
S: -1.842 2.350 -2.114
O: -2.490 1.870 -3.330
O: -1.245 3.653 -2.249
O: -0.945 1.295 -1.580
C: 0.885 -1.655 -4.145
F: 1.561 -2.430 -4.986
F: 1.539 -0.552 -3.940
F: -0.348 -1.400 -4.646
S: 0.810 -2.411 -2.379
O: 0.339 -1.285 -1.566
O: -0.071 -3.565 -2.429
O: 2.176 -2.768 -2.004

Calculated values
total charge	-3
HOMO (spin up / spin down)	0.3 / -1.9	eV
expectation value of S²	8.76
2S+1	6
largest force on an atom	5.37	eV Å⁻¹

***

(4)
This record from OMol25 describes a structure of composition C6F18Li2N3O12S6. The level of theory is the ωB97M-V functional and the def2-TZVPD basis.

Positions of all 47 atoms, in Å:
Li: -0.346 -0.165 -0.041
Li: -2.283 0.891 0.269
C: -0.251 2.535 -1.674
F: -0.047 3.129 -2.812
F: 0.936 2.244 -1.039
F: -1.090 3.310 -0.923
S: -1.136 0.884 -2.173
O: -2.371 1.216 -2.881
O: -0.162 -0.009 -2.825
N: -1.645 0.090 -0.634
S: -2.161 -1.340 -1.166
O: -3.173 -1.322 -2.247
O: -1.045 -2.279 -1.348
C: -3.080 -2.079 0.355
F: -3.951 -3.014 -0.062
F: -2.123 -2.672 1.227
F: -3.686 -1.067 0.950
C: 0.203 3.039 2.003
F: 0.430 3.603 0.839
F: 1.188 2.265 2.334
F: 0.027 3.941 2.870
S: -1.358 1.895 1.759
O: -2.066 1.869 2.980
O: -2.210 2.549 0.742
N: -0.854 0.321 1.107
S: -0.625 -0.451 2.415
O: 0.280 0.148 3.420
O: -1.763 -1.172 2.937
C: 0.454 -1.835 1.584
F: -0.119 -2.200 0.445
F: 1.626 -1.254 1.456
F: 0.604 -2.833 2.365
C: 1.563 -3.163 -0.708
F: 0.330 -3.641 -0.584
F: 2.058 -2.898 0.540
F: 2.446 -3.875 -1.341
S: 1.512 -1.472 -1.630
O: 1.130 -1.927 -3.005
O: 0.471 -0.706 -0.861
N: 3.167 -0.826 -1.580
S: 3.000 0.749 -1.581
O: 4.242 1.489 -1.717
O: 1.845 1.301 -2.371
C: 2.579 1.080 0.339
F: 3.239 0.199 1.032
F: 2.956 2.405 0.640
F: 1.261 1.044 0.596

Calculated values
total charge	-1
HOMO	-7.5	eV
energy relative to the best compared isomer or geometry (same formula, charge and spin)	593.9	kcal per mole
largest force on an atom	18.61	eV Å⁻¹